C4H6N2O3S2 | wB97M-V/def2-TZVPD

Structure (XYZ):
```
17
Properties=species:S:1:pos:R:3:forces:R:3:lowdin_charge:R:1
O -1.38963 -1.56137 1.85098 0.18 0.42 0.19 -0.27
S -1.08534 -1.40656 0.46532 -0.07 -0.89 -0.99 0.67
O -2.01342 -0.86020 -0.46994 0.46 0.02 0.34 -0.30
O -0.79869 -2.92547 -0.06514 0.33 2.00 0.54 -0.14
C 0.52709 -0.46620 0.31330 -1.12 0.74 -2.21 -0.36
N 0.28763 0.78263 -0.00731 -1.24 0.76 0.69 0.10
C 1.29797 1.61357 -0.19496 -0.29 1.76 -0.77 -0.10
C 2.61438 1.17588 -0.07525 -1.09 -1.08 0.74 -0.01
C 2.72204 -0.19187 0.19465 1.78 1.19 0.13 -0.12
N 1.69951 -0.99763 0.24155 -0.33 -2.57 1.61 0.11
H -0.40486 -3.21961 0.76142 0.39 -1.30 0.16 0.07
H 0.97981 2.68825 -0.47868 0.82 -1.83 0.53 0.15
H 3.47257 1.79732 -0.03702 0.48 0.55 -0.29 0.10
H 3.68905 -0.62883 0.47629 -0.24 0.09 -0.64 0.12
S -3.83277 1.97155 -0.92259 0.58 -0.18 0.25 0.44
H -4.84830 1.25621 -1.45542 0.57 -0.26 0.24 -0.22
H -2.91704 0.97234 -0.59718 -1.21 0.59 -0.52 -0.23
```
Forces are in eV/Å.

HOMO energy ... -0.332 hartree
Energy above the lowest of the compared OMol25 structures with the same formula, charge and spin ... 41.2 kJ/mol
LUMO energy ... -0.2 eV
Orbital gap ... 8.8 eV
Net charge ... 0
Max |F| ... 3.1 eV/Å
SMILES ... O=S(=O)(O)c1ncccn1.S
Electronic energy ... -1287.57357 hartree